--- i ---
Molecular formula: C16H40O22S2V3
Method: DFT, wB97M-V/def2-TZVPD

Each line ends with the Mulliken charge.
Geometry (Å):
O 1.05 -2.69 2.89  -0.65
V 1.55 -1.18 2.83  1.16
O 2.97 -1.21 3.54  -0.40
O -0.33 2.77 -1.88  -0.66
V 1.11 2.20 -1.80  1.44
O 2.12 3.31 -1.24  -0.77
O 0.33 -3.58 -1.80  -0.67
V -0.50 -2.29 -2.20  0.78
O -1.65 -2.87 -3.13  -0.39
S 1.26 -0.24 -4.24  1.01
O 1.37 0.75 -3.05  -0.67
O 0.65 0.48 -5.33  -0.68
O 2.54 -0.83 -4.49  -0.53
O 0.28 -1.28 -3.73  -0.60
S 0.95 -0.32 0.32  2.53
O 2.24 -0.85 0.84  -0.98
O 0.42 -1.10 -0.77  -0.32
O 0.08 -0.35 1.54  -1.46
O 1.12 1.10 -0.10  0.12
C 0.25 -1.58 5.75  -0.86
O 0.47 -0.70 4.68  0.08
C 0.18 0.66 5.00  -0.64
C 0.56 1.57 3.87  -0.26
O 1.84 1.22 3.40  -0.22
C 2.39 2.23 2.58  -0.79
H 0.38 -2.59 5.38  0.22
H -0.78 -1.50 6.13  0.30
H 0.96 -1.39 6.56  0.31
H 0.73 0.91 5.92  0.47
H -0.88 0.80 5.22  0.43
H 0.56 2.60 4.25  0.65
H -0.17 1.52 3.05  -0.05
H 1.80 2.38 1.67  0.16
H 3.39 1.92 2.28  0.26
H 2.46 3.16 3.14  0.36
C 6.10 0.48 -2.09  -0.75
O 5.29 -0.58 -2.48  -0.31
C 4.51 -1.05 -1.42  -0.21
C 3.62 -2.21 -1.83  0.28
O 4.20 -2.92 -2.89  -0.43
C 3.36 -3.95 -3.35  -0.64
H 5.50 1.39 -1.91  0.22
H 6.82 0.67 -2.88  0.25
H 6.65 0.24 -1.17  0.32
H 3.90 -0.24 -1.00  -0.01
H 5.19 -1.38 -0.60  0.42
H 2.60 -1.88 -2.08  -0.49
H 3.47 -2.89 -0.97  0.48
H 2.79 -4.41 -2.53  0.24
H 3.98 -4.70 -3.84  0.29
H 2.63 -3.57 -4.08  0.20
C -2.38 0.50 -3.12  -0.37
O -2.05 -0.49 -2.19  0.59
C -3.13 -0.89 -1.38  -0.84
C -2.62 -1.56 -0.13  0.35
O -1.94 -2.74 -0.52  -0.37
C -1.48 -3.48 0.61  -0.71
H -2.67 1.43 -2.62  -0.10
H -3.18 0.18 -3.80  0.25
H -1.51 0.70 -3.74  -0.02
H -3.79 -1.58 -1.92  0.44
H -3.78 -0.04 -1.13  0.40
H -3.47 -1.80 0.51  0.59
H -1.93 -0.90 0.40  -0.61
H -0.83 -4.26 0.23  0.26
H -2.34 -3.94 1.11  0.33
H -0.92 -2.86 1.31  0.20
C -2.24 1.90 1.15  0.57
O -3.06 2.73 1.93  -0.49
C -3.51 3.86 1.23  -0.66
C -4.23 3.55 -0.04  -0.30
O -5.24 2.61 0.20  -0.31
C -6.08 2.43 -0.91  -0.80
H -1.32 2.41 0.82  0.24
H -2.75 1.49 0.27  -0.15
H -1.91 1.07 1.77  -0.33
H -2.68 4.56 0.99  0.33
H -4.16 4.41 1.91  0.39
H -3.52 3.16 -0.78  0.13
H -4.65 4.49 -0.42  0.46
H -6.64 1.50 -0.79  0.25
H -5.52 2.32 -1.85  0.31
H -6.77 3.27 -1.05  0.34

Values from the calculation:
Net charge: -1
LUMO in eV: 1.83
HOMO energy in eV: -6.107

--- ii ---
Molecular formula: C16H40O22S2V3
Method: DFT, wB97M-V/def2-TZVPD

Each line ends with the Mulliken charge.
Geometry (Å):
O -2.53 3.27 0.01  -0.62
V -2.99 1.75 -0.17  1.26
O -4.35 1.86 -1.02  -0.40
O 1.24 -3.06 -0.28  -0.65
V 0.54 -2.59 -1.56  1.37
O -0.76 -3.48 -1.91  -0.73
O 1.82 3.14 -1.85  -0.68
V 2.46 1.84 -1.16  0.76
O 3.95 2.29 -0.81  -0.38
S 2.87 -0.68 -3.38  0.95
O 1.81 -1.40 -2.69  -0.59
O 4.04 -1.53 -3.57  -0.73
O 2.49 -0.24 -4.71  -0.53
O 3.16 0.48 -2.50  -0.68
S -0.70 0.39 -0.78  2.50
O -1.69 0.91 -1.71  -1.01
O 0.64 0.96 -1.02  -0.36
O -1.27 0.75 0.52  -1.31
O -0.68 -1.06 -0.89  0.23
C -4.81 2.94 2.43  -0.90
O -4.13 1.84 1.81  -0.06
C -4.43 0.55 2.41  -0.61
C -3.83 -0.63 1.65  -0.50
O -4.04 -0.50 0.23  -0.23
C -3.81 -1.76 -0.48  -0.72
H -4.43 3.86 2.00  0.26
H -4.68 3.12 3.50  0.33
H -5.89 2.89 2.25  0.33
H -5.51 0.51 2.47  0.50
H -4.10 0.47 3.45  0.42
H -4.31 -1.54 1.99  0.66
H -2.76 -0.74 1.87  0.10
H -2.77 -2.07 -0.37  0.11
H -3.97 -1.78 -1.56  0.28
H -4.48 -2.50 -0.05  0.38
C -1.42 -1.69 -5.93  -0.73
O -0.46 -0.63 -5.71  -0.32
C -0.90 0.17 -4.60  -0.25
C 0.00 1.38 -4.34  0.07
O 0.67 1.74 -5.55  -0.40
C 1.56 2.80 -5.37  -0.73
H -1.31 -2.40 -5.12  0.19
H -1.26 -2.16 -6.90  0.25
H -2.45 -1.33 -5.93  0.32
H -1.03 -0.43 -3.70  -0.08
H -1.88 0.58 -4.84  0.51
H 0.70 1.21 -3.53  -0.45
H -0.56 2.24 -3.97  0.67
H 1.19 3.50 -4.61  0.29
H 1.67 3.30 -6.33  0.29
H 2.56 2.54 -5.05  0.22
C 3.97 -0.92 0.46  -0.75
O 3.13 0.24 0.39  0.49
C 3.10 0.88 1.65  -0.96
C 1.87 1.75 1.83  0.18
O 1.96 2.82 0.84  -0.30
C 0.90 3.75 0.98  -0.78
H 3.58 -1.69 1.13  0.10
H 5.03 -0.81 0.70  0.28
H 4.04 -1.40 -0.52  0.16
H 3.98 1.50 1.83  0.37
H 3.22 0.16 2.46  0.64
H 1.88 2.13 2.86  0.58
H 0.97 1.17 1.65  -0.44
H 0.92 4.42 0.12  0.27
H 1.10 4.38 1.85  0.35
H -0.10 3.34 1.05  0.21
C -0.08 -1.40 2.74  0.25
O -0.48 -1.96 3.99  -0.49
C 0.05 -3.24 4.36  -0.69
C 1.66 -3.40 4.47  -0.46
O 2.07 -2.30 5.24  -0.27
C 3.39 -2.39 5.62  -0.90
H -0.39 -2.00 1.88  0.30
H 0.99 -1.21 2.64  0.12
H -0.60 -0.46 2.55  -0.31
H -0.32 -4.06 3.76  0.38
H -0.45 -3.44 5.31  0.37
H 2.08 -3.37 3.47  0.26
H 1.89 -4.35 4.95  0.48
H 3.81 -1.42 5.87  0.28
H 4.10 -2.69 4.84  0.34
H 3.56 -3.14 6.39  0.35

Values from the calculation:
Net charge: -1
LUMO in eV: 1.33
HOMO energy in eV: -5.327

Most stable: i. Least stable: ii.

--- i ---
Molecular formula: C8H19NO
Method: DFT, wB97M-V/def2-TZVPD

Each line ends with the natural charge from an NBO analysis.
Geometry (Å):
C -2.63 -1.64 -0.51  -0.75
C -2.30 -0.30 0.10  0.64
C -1.61 2.06 -0.28  -0.43
C 1.96 -0.07 -0.02  -0.06
C 1.41 -0.59 1.33  -0.60
C 3.31 -0.95 -0.31  -0.63
C 2.19 1.35 0.33  -0.62
C 0.98 -0.23 -1.27  -0.62
H -2.96 -1.53 -1.76  0.23
H -3.75 -1.92 0.21  0.27
H -1.64 -2.36 -0.09  0.28
H -1.46 0.30 -1.47  0.37
H -1.70 2.20 0.86  0.25
H -0.65 2.44 -0.50  0.20
H -2.50 2.45 -0.98  0.21
H 1.05 -1.76 1.23  0.19
H 2.25 -0.62 2.05  0.20
H 0.59 -0.02 1.68  0.21
H 3.90 -0.19 -1.02  0.21
H 3.90 -1.12 0.75  0.22
H 3.08 -1.97 -0.98  0.23
H 3.25 1.78 -0.25  0.20
H 2.66 1.16 1.36  0.21
H 1.30 1.93 0.51  0.22
H 0.13 0.56 -1.23  0.23
H 1.68 -0.14 -2.10  0.20
H 0.61 -1.37 -1.20  0.20
N -1.39 0.58 -0.54  -0.65
O -2.48 -0.21 1.31  -0.61

Values from the calculation:
Net charge: 0
LUMO in eV: 0.54
HOMO energy in eV: -9.469

--- ii ---
Molecular formula: C8H19NO
Method: DFT, wB97M-V/def2-TZVPD

Each line ends with the natural charge from an NBO analysis.
Geometry (Å):
C 2.01 -0.97 -1.09  -0.63
C 0.73 -1.32 -0.33  -0.03
C 1.17 -2.00 0.95  -0.61
N -0.20 -0.20 0.00  -0.50
C -1.59 -0.54 -0.39  -0.21
C -2.70 0.18 0.24  -0.08
O -3.77 -0.68 0.01  -0.73
C 0.12 1.20 0.22  -0.02
C 0.44 2.11 -1.01  -0.64
C 1.17 1.44 1.39  -0.61
H 1.64 -0.54 -2.09  0.20
H 2.51 -1.95 -1.25  0.21
H 2.73 -0.25 -0.67  0.21
H 0.25 -2.21 -0.81  0.20
H 2.08 -2.56 0.66  0.19
H 0.46 -2.61 1.45  0.21
H 1.33 -1.19 1.66  0.21
H -1.76 -1.67 -0.26  0.21
H -1.58 -0.44 -1.48  0.17
H -2.77 1.20 -0.20  0.17
H -2.58 0.26 1.42  0.16
H -4.57 -0.24 -0.35  0.48
H -0.72 1.63 0.78  0.19
H 0.99 1.39 -1.67  0.21
H -0.49 2.40 -1.51  0.20
H 0.92 3.01 -0.70  0.21
H 0.74 1.09 2.39  0.21
H 2.11 0.97 1.18  0.20
H 1.33 2.49 1.49  0.20

Values from the calculation:
Net charge: 0
LUMO in eV: 0.79
SMILES: CC(C)N(CCO)C(C)C
HOMO energy in eV: -7.649

Most stable: ii. Least stable: i.

--- i ---
Molecular formula: C8H19NO
Method: DFT, wB97M-V/def2-TZVPD

Each line ends with the natural charge from an NBO analysis.
Geometry (Å):
C -2.06 0.12 1.10  -0.74
C -0.62 0.11 1.56  0.61
O -0.28 -0.53 2.53  -0.55
C 0.42 1.21 0.85  -0.13
C 0.03 2.54 1.51  -0.61
C 0.26 1.26 -0.64  -0.64
C 1.83 0.80 1.26  -0.61
H -2.65 -0.59 1.66  0.24
H -2.50 1.11 1.20  0.24
H -2.14 -0.17 0.06  0.23
H -0.99 2.82 1.28  0.20
H 0.69 3.33 1.14  0.21
H 0.13 2.46 2.59  0.22
H 1.11 1.76 -1.10  0.22
H -0.66 1.74 -0.95  0.21
H 0.22 0.16 -1.03  0.24
H 2.53 1.61 1.06  0.21
H 2.15 -0.07 0.69  0.21
H 1.87 0.55 2.31  0.23
C -1.12 -1.92 -2.04  -0.41
N -0.03 -1.95 -1.09  -0.66
C 1.28 -2.21 -1.62  -0.41
H -2.07 -1.81 -1.52  0.20
H -1.14 -2.85 -2.61  0.19
H -1.01 -1.08 -2.75  0.16
H -0.13 -1.55 -0.15  0.39
H 2.00 -2.30 -0.81  0.21
H 1.28 -3.14 -2.20  0.19
H 1.61 -1.41 -2.30  0.16

Values from the calculation:
Net charge: 0
LUMO in eV: 0.84
SMILES: CC(=O)C(C)(C)C.CNC
HOMO energy in eV: -8.336

--- ii ---
Molecular formula: C8H19NO
Method: DFT, wB97M-V/def2-TZVPD

Each line ends with the natural charge from an NBO analysis.
Geometry (Å):
C 2.56 0.10 -0.45  -0.61
C 1.43 1.12 -0.37  -0.21
C 1.52 1.91 0.94  -0.61
C 0.01 0.57 -0.67  -0.43
C -0.56 -0.72 0.00  0.11
C 0.12 -1.99 -0.56  -0.62
C -0.36 -0.74 1.53  -0.63
N -2.02 -0.89 -0.27  -0.15
C -2.91 0.19 0.15  -0.44
O -2.24 -1.10 -1.69  -0.58
H 3.53 0.61 -0.46  0.21
H 2.57 -0.58 0.40  0.20
H 2.50 -0.49 -1.37  0.21
H 1.63 1.85 -1.16  0.20
H 1.45 1.27 1.82  0.20
H 0.72 2.65 1.00  0.20
H 2.47 2.45 1.00  0.21
H -0.04 0.44 -1.76  0.20
H -0.67 1.41 -0.46  0.20
H 1.14 -2.13 -0.18  0.21
H 0.19 -1.97 -1.66  0.22
H -0.43 -2.90 -0.29  0.23
H -0.89 -1.58 1.99  0.23
H 0.70 -0.86 1.80  0.21
H -0.72 0.18 2.00  0.21
H -2.77 0.47 1.20  0.21
H -2.81 1.09 -0.47  0.16
H -3.95 -0.14 0.06  0.22
H -2.16 -0.22 -2.10  0.43

Values from the calculation:
Net charge: 0
LUMO in eV: 0.83
SMILES: CC(C)CC(C)(C)N(C)O
HOMO energy in eV: -8.890

--- iii ---
Molecular formula: C8H19NO
Method: DFT, wB97M-V/def2-TZVPD

Each line ends with the natural charge from an NBO analysis.
Geometry (Å):
C 0.41 2.84 -0.17  -0.45
N -0.39 1.82 0.42  -0.62
C 0.08 0.85 1.29  0.68
C -1.10 0.10 2.04  -0.74
O 1.30 0.64 1.32  -0.64
H 1.38 2.61 0.17  0.23
H 0.50 2.62 -1.26  0.22
H 0.17 3.80 0.33  0.21
H -1.34 2.15 0.45  0.38
H -2.12 0.63 1.72  0.23
H -0.79 -0.16 3.20  0.27
H -1.34 -1.03 1.52  0.24
C -0.20 -3.21 0.55  -0.58
C 0.55 -2.20 -0.21  -0.40
C -0.26 -1.26 -0.95  -0.40
C 0.55 -0.18 -1.74  -0.41
C -0.58 0.76 -2.27  -0.60
H -0.79 -2.74 1.19  0.18
H -0.88 -3.89 -0.06  0.19
H 0.52 -3.82 1.17  0.21
H 1.50 -2.63 -0.81  0.19
H 1.11 -1.64 0.60  0.22
H -0.80 -1.75 -1.71  0.20
H -0.90 -0.86 -0.25  0.19
H 1.10 -0.76 -2.54  0.21
H 1.29 0.45 -1.31  0.22
H -1.54 0.73 -1.44  0.19
H -0.34 1.84 -2.68  0.20
H -1.14 0.36 -3.01  0.20

Values from the calculation:
Net charge: 0
LUMO in eV: 0.77
SMILES: CNC(C)=O.CCCCC
HOMO energy in eV: -9.475

--- iv ---
Molecular formula: C8H19NO
Method: DFT, wB97M-V/def2-TZVPD

Each line ends with the natural charge from an NBO analysis.
Geometry (Å):
C -1.43 1.44 -0.51  0.05
C 0.58 0.60 -0.40  0.04
C -0.85 0.10 -0.42  -0.49
C -1.67 2.24 0.73  -0.66
C -1.88 2.02 -1.80  -0.65
N 1.22 1.13 0.73  -0.86
H 0.93 1.07 -1.32  0.19
H 1.33 2.13 0.75  0.38
H 0.86 0.78 1.61  0.38
H -1.01 -0.52 -1.31  0.22
H -1.05 -0.48 0.49  0.22
H -1.62 1.38 -2.65  0.21
H -2.97 2.16 -1.81  0.21
H -2.67 2.69 0.71  0.22
H -1.59 1.64 1.64  0.21
H -0.96 3.08 0.84  0.20
H -1.45 3.02 -1.99  0.21
C 1.82 -1.20 -0.73  -0.04
C 0.87 -1.99 1.22  -0.37
C 0.14 -3.26 0.92  -0.67
O 3.03 -0.71 -0.28  -0.75
H 2.84 0.11 0.20  0.49
H 1.84 -2.29 -0.76  0.16
H 1.57 -0.93 -1.76  0.15
H 1.91 -2.08 1.51  0.19
H 0.34 -1.30 1.88  0.15
H 0.61 -3.80 0.09  0.21
H 0.16 -3.95 1.77  0.21
H -0.90 -3.08 0.66  0.20

Values from the calculation:
Net charge: 0
LUMO (alpha / beta) in eV: 0.75 / 0.66
HOMO energy (alpha / beta) in eV: -6.594 / -6.361

Most stable: i. Least stable: iv.